ORCA calculation (ωB97M-V/def2-TZVPD) on 2 unconnected molecules or ions with the total composition C3H10N in a non-equilibrium geometry.

Positions of all 14 atoms, in Å:
N: -0.005107 -2.023083 0.542781
H: -0.923865 -2.421890 0.746480
H: -0.093706 -1.130028 0.019963
H: 0.558476 -1.901283 1.377612
H: 0.494828 -2.760966 0.042865
C: -1.146910 1.000027 0.301921
C: -0.020042 0.890140 -0.688014
C: 1.300749 0.872704 -0.436315
H: -1.923743 0.242872 0.114048
H: -0.842659 1.133928 1.341936
H: -1.676920 1.929287 0.080567
H: -0.213706 0.827384 -1.753713
H: 1.999581 0.798433 -1.255454
H: 1.770323 0.657018 0.518763

Atomic forces in eV per Å
N -0.04 -0.97 -0.11
H -0.03 0.26 0.35
H 0.44 -0.03 -0.12
H -0.25 0.41 0.51
H 0.03 0.31 -0.65
C -0.30 0.58 -0.71
C 1.27 -0.10 0.18
C -0.44 -1.28 0.06
H 0.22 -0.02 0.45
H 0.10 -0.56 -0.06
H -0.04 0.06 -0.09
H -0.70 0.40 0.04
H 0.00 0.18 -0.22
H -0.26 0.76 0.37

Values from the calculation:
HOMO level = -13.97 eV
Frontier orbital gap = 9.9 eV
Net charge = +1
Spin multiplicity = 1
Lowest unoccupied orbital energy = -0.150 Eh
Energy above the lowest of the compared OMol25 structures with the same formula, charge and spin = 1.2525 eV